(1)
Density functional theory data (ωB97M-V/def2-TZVPD) for one molecule with the formula C5H8O2.

```
! wB97M-V def2-TZVPD RIJCOSX def2/J DEFGRID3
* xyz 0 1
O -0.60193 3.30747 0.29796
C -0.12729 2.49519 -0.39708
C 0.37926 1.58595 -1.20385
C 0.37444 0.11746 -0.85122
C -0.31628 -0.05234 0.49766
C -0.50206 -1.49368 0.94796
O 0.72535 -2.16089 1.18187
H 0.88440 1.97050 -2.07980
H 1.40571 -0.25832 -0.85077
H -0.18612 -0.45758 -1.60338
H 0.27937 0.45159 1.27548
H -1.29621 0.43654 0.33150
H -1.02068 -1.52916 1.91108
H -1.11988 -2.02444 0.20866
H 1.12191 -2.38829 0.33393
*
```

energy: -345.7522 Ha
molecular weight: 100.12 u
SMILES string: O=C=CCCCO
energy relative to the best compared isomer or geometry (same formula, charge and spin): 33.1 kcal per mole

---

(2)
Density functional theory data (ωB97M-V/def2-TZVPD) for a 2-piece molecular cluster, C5H8O2 overall.

```
! wB97M-V def2-TZVPD RIJCOSX def2/J DEFGRID3
* xyz 0 1
C -1.72676 -0.13170 -1.67611
C -0.59359 -0.15497 -0.98955
C 0.76732 -0.28090 -1.57901
O 1.70938 -0.66333 -0.94101
O 0.90296 0.05445 -2.87258
H -2.67989 -0.07567 -1.17814
H -1.77498 -0.19580 -2.75402
H -0.59169 -0.13879 0.09134
H 0.07316 0.36705 -3.25657
C 0.92385 -0.38335 2.39455
C 0.38034 0.78792 2.65555
H 0.78299 -1.23085 3.04662
H 1.53091 -0.55187 1.51985
H 0.52231 1.63900 2.00811
H -0.22630 0.95881 3.53098
*
```

energy: -345.7481 Ha
molecular weight: 100.12 u
SMILES string: C=CC(=O)O.C=C
energy relative to the best compared isomer or geometry (same formula, charge and spin): 35.7 kcal per mole

---

(3)
Density functional theory data (ωB97M-V/def2-TZVPD) for one molecule with the formula C5H8O2 in a non-equilibrium geometry.

```
! wB97M-V def2-TZVPD RIJCOSX def2/J DEFGRID3
* xyz 0 1
C -0.31496 1.30885 1.14721
C -0.08683 -0.16594 0.72586
C 1.04297 -0.49761 -0.32947
O 1.65004 0.59619 -0.94881
C -0.02631 -1.21468 -1.16464
O -0.97156 -0.19328 -1.47771
C -1.07285 -0.85543 -0.20529
H -0.93287 1.45947 2.04047
H -0.79167 1.87786 0.36230
H 0.63276 1.79625 1.36922
H 0.06005 -0.59409 1.71545
H 1.84107 -1.15034 0.04039
H 0.93816 1.04237 -1.43502
H 0.04755 -2.05966 -1.84336
H -2.01557 -1.34996 0.00341
*
```

energy: -345.7151 Ha
molecular weight: 100.12 u
SMILES string: C[C@@H]1[C@H](O)[C@@H]2O[C@H]12
energy relative to the best compared isomer or geometry (same formula, charge and spin): 56.4 kcal per mole

---

(4)
Density functional theory data (ωB97M-V/def2-TZVPD) for C5H8O2 as an isolated structure in a non-equilibrium geometry.

```
! wB97M-V def2-TZVPD RIJCOSX def2/J DEFGRID3
* xyz 0 1
C 0.91191 -0.62062 0.06736
C -0.31201 -0.41949 1.03077
C -0.57721 1.06651 0.70744
C -0.35391 -0.28901 -0.94676
C -1.06305 -1.06822 -0.05911
H 1.67086 0.73127 -0.79786
H 1.03693 -1.74778 -0.15125
H -0.36168 -1.09980 2.00494
H 0.13463 1.88903 1.04004
H -1.61144 1.55769 1.21769
H -0.38395 -0.31770 -1.99661
H -0.47257 -2.01727 -0.15282
H -2.29194 -1.08069 -0.12719
O 2.05021 0.22655 0.01496
O -0.71962 1.03223 -0.74436
*
```

energy: -345.6290 Ha
molecular weight: 100.12 u
energy relative to the best compared isomer or geometry (same formula, charge and spin): 110.4 kcal per mole

---

(5)
Density functional theory data (ωB97M-V/def2-TZVPD) for C5H8O2 as an isolated structure.

```
! wB97M-V def2-TZVPD RIJCOSX def2/J DEFGRID3
* xyz 0 1
C 1.81287 -0.07288 0.69631
C 0.56907 0.16823 -0.10220
C -0.07558 -0.78578 -1.07023
C -0.86965 -0.20409 0.07257
O -1.45339 -0.95244 1.07450
C -1.16067 1.26017 -0.20374
O 0.23653 1.51052 -0.47417
H 2.65277 -0.37533 0.06234
H 1.64075 -0.85330 1.44534
H 2.08181 0.85085 1.21695
H -0.25645 -0.47572 -2.09956
H 0.20642 -1.82815 -0.93036
H -2.09385 -1.54968 0.66845
H -1.80148 1.51877 -1.05475
H -1.48915 1.78883 0.69855
*
```

energy: -345.7148 Ha
molecular weight: 100.12 u
energy relative to the best compared isomer or geometry (same formula, charge and spin): 56.6 kcal per mole

---

(6)
Density functional theory data (ωB97M-V/def2-TZVPD) for one molecule with the formula C5H8O2.

```
! wB97M-V def2-TZVPD RIJCOSX def2/J DEFGRID3
* xyz 0 1
C -1.10305 -1.03619 -0.35771
C -0.01500 -0.14997 0.21925
O -0.47244 1.11908 0.68935
C -0.80860 1.99366 -0.26783
O -0.77440 1.80004 -1.45288
C 1.38772 -0.17437 -0.29504
C 1.06848 -0.70765 1.07904
H -0.75982 -1.53619 -1.26690
H -1.98095 -0.44621 -0.63414
H -1.41444 -1.79673 0.36461
H -1.12966 2.93516 0.19595
H 1.62103 -0.88027 -1.08719
H 1.91963 0.77029 -0.35709
H 1.08168 -1.78187 1.24131
H 1.37981 -0.10879 1.92929
*
```

energy: -345.7676 Ha
molecular weight: 100.12 u
SMILES string: CC1(OC=O)CC1
energy relative to the best compared isomer or geometry (same formula, charge and spin): 23.4 kcal per mole